(1)
Computed, not measured: 9 unconnected molecules or ions with the total composition C50H73Br2F9N3O26P2 at a distorted geometry, with ωB97M-V with the def2-TZVPD basis set.

```
165
Properties=species:S:1:pos:R:3:forces:R:3
C 8.515 -2.142 -0.410 0.360 -0.333 0.455
C 8.740 -2.657 1.059 -0.379 0.540 0.545
C 7.429 -2.683 1.941 0.418 0.199 -0.129
C 6.203 -3.439 1.303 0.194 -0.011 1.691
N 5.313 -2.603 0.453 -0.758 0.628 -0.716
C 4.415 -1.772 1.228 1.010 -2.366 2.684
C 2.957 -2.333 1.618 -0.479 0.408 2.607
P 2.574 -4.130 1.248 0.463 -2.362 -3.918
O 0.911 -4.392 1.358 1.019 0.742 0.967
O 3.391 -5.125 2.324 -1.134 1.320 0.521
C 1.913 -1.188 1.270 1.715 1.674 0.272
C 1.481 -0.911 -0.220 -1.858 -0.435 -0.430
C 1.288 -2.188 -1.112 0.347 -0.126 0.235
C 0.878 -1.909 -2.588 0.455 -0.948 -0.215
F 1.165 -3.091 -3.300 -0.211 1.183 0.884
Br -1.066 -1.632 -2.837 0.961 -0.049 0.179
C 1.696 -0.766 -3.299 0.114 0.452 -1.018
F 1.199 0.474 -2.978 0.911 -1.541 0.100
F 3.045 -0.835 -2.910 -1.538 0.173 0.187
Br 1.685 -0.960 -5.254 0.090 0.252 1.161
C 0.882 -1.026 2.446 -0.567 -0.179 0.208
O 1.241 -0.833 3.580 -0.131 -0.191 -1.302
C -0.705 -1.155 2.265 0.273 -1.597 0.970
F -1.078 -2.061 3.250 0.536 1.052 -1.228
F -1.060 -1.754 1.071 0.311 1.230 0.966
C -1.500 0.181 2.580 -1.592 0.414 0.933
F -0.728 1.181 3.119 -0.299 -1.404 -0.886
F -2.451 -0.110 3.543 1.074 0.227 -1.324
C -2.293 0.810 1.371 -1.502 1.665 -0.299
F -3.014 1.896 1.921 1.164 -1.843 -0.826
F -3.250 -0.035 0.811 1.756 0.883 0.844
C -1.359 1.485 0.276 1.108 0.620 -1.423
O -0.614 2.387 0.549 -0.886 -1.014 0.544
O -1.356 1.044 -1.032 -1.311 -0.405 1.942
C 2.900 0.051 1.527 -0.308 0.446 1.310
O 2.390 1.357 1.219 0.731 -2.707 -1.113
N 2.417 2.109 2.422 0.237 2.754 -0.613
O 2.408 3.239 2.113 -0.290 -1.258 1.170
N 4.170 -0.345 0.813 0.697 0.796 -1.971
C 5.298 0.652 0.988 1.783 -0.227 -0.043
P 5.915 1.127 -0.740 -1.794 2.460 -2.404
O 4.763 1.837 -1.399 0.907 -1.420 1.207
O 7.161 2.200 -0.632 -0.742 -2.229 0.603
O 6.312 -0.188 -1.650 -0.149 1.432 1.716
H 7.556 -2.520 -0.841 0.921 0.206 0.221
H 8.464 -1.018 -0.422 0.126 -1.105 -0.037
H 9.397 -2.486 -1.017 -1.004 0.526 0.333
H 9.440 -1.924 1.554 -0.485 -0.896 -0.384
H 9.218 -3.666 1.133 -0.365 0.782 -0.439
H 7.646 -3.197 2.922 -0.123 0.481 -0.973
H 7.204 -1.615 2.220 -0.179 -1.044 -0.376
H 6.603 -4.346 0.783 -0.602 0.936 -0.032
H 5.585 -3.825 2.169 0.678 0.166 -0.857
H 4.807 -3.181 -0.229 0.319 0.301 0.381
H 4.920 -1.631 2.246 -0.909 -0.476 -2.226
H 3.054 -2.342 2.751 -0.444 0.423 -0.983
H 0.651 -5.088 0.719 0.398 0.530 0.405
H 3.275 -6.059 2.054 0.074 0.734 0.002
H 0.477 -0.398 -0.176 1.109 -0.339 -0.109
H 2.141 -0.168 -0.751 -0.480 -0.798 0.765
H 0.540 -2.908 -0.678 0.683 0.892 -0.397
H 2.268 -2.743 -1.142 -0.892 0.439 -0.236
H -2.071 0.384 -1.160 0.438 0.206 -0.086
H 3.279 0.193 2.574 -0.623 -1.004 -0.574
H 4.133 -0.407 -0.219 -1.204 0.264 0.249
H 4.943 1.608 1.440 0.113 -0.880 -0.383
H 6.117 0.218 1.610 -0.887 0.228 -0.327
H 6.843 3.013 -0.192 0.051 -0.357 -0.382
H 5.521 -0.371 -2.204 0.579 0.331 0.077
O -1.071 -1.567 -6.199 -0.692 -0.038 -0.055
C -1.919 -2.416 -6.181 0.616 0.184 0.039
O -3.146 -2.233 -5.628 0.307 0.178 -0.043
C -3.879 -3.465 -5.663 -0.446 -0.282 0.036
C -3.236 -4.280 -6.768 -0.041 -0.369 -0.221
C -1.787 -3.827 -6.701 -0.445 -0.130 -0.267
H -3.794 -3.949 -4.686 0.030 0.010 -0.020
H -4.930 -3.261 -5.865 0.093 0.167 0.101
H -3.368 -5.354 -6.643 -0.055 0.082 0.051
H -3.665 -3.998 -7.733 -0.018 -0.027 0.089
H -1.209 -4.416 -5.986 0.110 0.085 -0.050
H -1.312 -3.839 -7.680 0.251 0.057 0.208
O -8.241 0.905 -0.675 -0.079 0.464 0.037
C -7.650 1.884 -0.306 -0.134 -0.363 -0.400
O -8.079 3.157 -0.525 0.033 -0.577 0.122
C -7.083 4.088 -0.055 0.092 0.344 -0.057
C -6.272 3.309 0.955 0.397 0.418 0.533
C -6.323 1.906 0.417 -0.005 0.007 0.306
H -6.483 4.416 -0.906 -0.070 0.000 0.032
H -7.568 4.956 0.388 -0.129 -0.106 -0.187
H -5.258 3.691 1.075 -0.093 0.089 -0.017
H -6.764 3.344 1.931 0.050 0.046 -0.050
H -5.522 1.722 -0.302 -0.078 -0.159 -0.018
H -6.300 1.169 1.218 0.035 -0.232 -0.307
O 5.316 -1.065 3.651 0.114 1.043 1.338
C 5.860 -0.532 4.598 0.299 -0.089 0.135
O 6.067 0.791 4.677 -0.350 -0.828 -0.568
C 6.831 1.091 5.869 0.151 0.462 0.477
C 6.600 -0.088 6.787 0.020 -0.126 0.339
C 6.431 -1.233 5.802 -0.233 0.172 0.362
H 7.881 1.203 5.590 -0.074 -0.011 -0.086
H 6.482 2.024 6.308 0.006 -0.234 -0.420
H 7.406 -0.238 7.504 -0.020 0.091 -0.084
H 5.673 0.054 7.348 0.085 0.025 -0.014
H 7.389 -1.683 5.530 -0.090 -0.095 -0.088
H 5.744 -1.991 6.176 0.140 -0.169 -0.289
O -1.297 5.192 -6.460 -0.211 -0.222 0.489
C -0.895 4.733 -5.429 0.029 0.498 -0.640
O -1.679 4.527 -4.336 0.039 -0.008 -0.256
C -0.871 4.071 -3.242 -0.002 -0.080 0.340
C 0.370 3.485 -3.881 0.389 -0.245 0.107
C 0.532 4.342 -5.124 0.023 -0.472 0.277
H -0.644 4.925 -2.598 -0.014 -0.011 -0.029
H -1.424 3.331 -2.664 -0.137 0.142 -0.099
H 1.239 3.496 -3.222 -0.090 -0.001 0.035
H 0.182 2.448 -4.173 -0.011 0.074 0.036
H 1.113 5.245 -4.924 -0.018 0.004 -0.140
H 0.968 3.781 -5.949 -0.009 0.312 -0.114
O -7.783 -4.588 -5.735 0.375 -0.236 0.520
C -7.840 -4.207 -4.599 -0.433 0.040 -0.754
O -7.375 -4.918 -3.534 0.107 -0.009 -0.300
C -7.698 -4.225 -2.320 -0.034 0.087 0.386
C -7.904 -2.780 -2.725 -0.104 0.410 0.224
C -8.463 -2.915 -4.131 0.333 0.196 0.404
H -8.602 -4.671 -1.894 0.028 -0.004 -0.033
H -6.881 -4.337 -1.608 -0.002 -0.172 -0.136
H -8.553 -2.230 -2.044 0.080 -0.054 0.011
H -6.941 -2.265 -2.762 -0.063 -0.024 0.046
H -9.549 -3.025 -4.129 0.032 0.026 -0.139
H -8.163 -2.083 -4.765 -0.243 -0.164 -0.192
O 7.337 3.176 7.688 0.380 0.639 0.419
C 7.367 4.372 7.548 -0.222 -0.365 0.255
O 8.047 5.204 8.369 -0.119 -0.450 -0.243
C 7.791 6.568 7.998 0.062 0.489 0.068
C 7.344 6.507 6.552 -0.083 0.258 -0.368
C 6.637 5.165 6.490 0.285 0.328 -0.206
H 7.017 6.968 8.657 0.027 -0.063 -0.006
H 8.699 7.156 8.123 0.003 -0.206 0.161
H 6.718 7.350 6.260 0.050 -0.021 0.089
H 8.217 6.493 5.894 -0.045 0.032 0.061
H 5.585 5.244 6.770 0.009 -0.127 -0.042
H 6.739 4.698 5.511 -0.221 -0.184 0.138
O -6.317 7.021 -0.914 -0.275 0.129 0.485
C -7.330 7.639 -0.730 0.392 -0.357 -0.468
O -8.007 7.639 0.449 0.300 -0.083 -0.149
C -9.226 8.384 0.304 -0.392 0.164 0.162
C -8.993 9.302 -0.878 -0.172 0.334 -0.220
C -8.061 8.477 -1.750 -0.159 0.470 0.219
H -10.045 7.681 0.130 0.053 -0.003 -0.002
H -9.426 8.937 1.222 0.137 -0.205 0.055
H -9.914 9.601 -1.378 0.013 -0.052 0.089
H -8.480 10.209 -0.548 -0.061 -0.054 0.002
H -8.611 7.816 -2.423 0.136 -0.017 -0.044
H -7.369 9.103 -2.309 0.049 -0.313 -0.134
O -2.602 -7.689 -1.114 -0.354 -0.102 0.377
C -3.797 -7.820 -1.146 0.583 -0.087 -0.281
O -4.505 -8.504 -0.209 0.315 0.212 -0.123
C -5.887 -8.563 -0.598 -0.340 -0.120 0.069
C -6.078 -7.405 -1.554 -0.406 0.182 -0.264
C -4.721 -7.306 -2.224 -0.402 0.203 0.237
H -6.075 -9.529 -1.072 0.049 0.029 0.015
H -6.519 -8.476 0.286 0.224 -0.101 0.068
H -6.902 -7.554 -2.251 0.032 -0.009 0.070
H -6.276 -6.489 -0.990 -0.012 -0.090 -0.004
H -4.648 -7.958 -3.097 0.106 0.081 -0.010
H -4.475 -6.279 -2.492 0.221 -0.173 -0.163
```
Positions in Å, forces in eV/Å.

## Properties
F_max in eV/A: 4.6
Gap between HOMO and LUMO in eV: 7.75
DFT total energy in hartree: -10798.85959
Total charge: +1
HOMO in eV: -10.84

---

(2)
Computed, not measured: 2 unconnected molecules or ions with the total composition C3H4N2 at a distorted geometry, with ωB97M-V with the def2-TZVPD basis set.

```
9
Properties=species:S:1:pos:R:3:forces:R:3
C -0.010 -1.686 -0.011 0.317 0.543 -0.035
C 0.398 -0.559 -0.022 0.729 -1.079 0.179
C 0.999 0.755 0.018 0.048 0.250 0.049
H -0.446 -2.640 -0.027 -0.198 -0.556 0.004
H 0.484 1.356 0.768 0.091 0.170 -0.074
H 0.914 1.237 -0.956 0.013 0.095 0.077
H 2.051 0.684 0.293 -0.024 0.026 -0.033
N -2.591 0.365 0.347 1.159 0.214 -1.172
N -1.800 0.487 -0.410 -2.134 0.337 1.004
```
Positions in Å, forces in eV/Å.

## Properties
F_max in eV/A: 2.4
Gap between HOMO and LUMO in eV: 11.08
DFT total energy in hartree: -226.18007
Total charge: 0
HOMO in eV: -9.88
Relative energy (zero: lowest compared OMol25 entry of this formula, charge and spin) in kJ/mol: 118.4
SMILES: C#CC.N#N

---

(3)
Computed, not measured: 3 unconnected molecules or ions with the total composition C3H15N2O3 at a distorted geometry, with ωB97M-V with the def2-TZVPD basis set.

```
23
Properties=species:S:1:pos:R:3:forces:R:3
N 0.245 -0.657 0.159 -0.692 2.172 1.276
C 1.076 0.601 0.430 0.213 -1.071 -1.069
C 1.700 0.968 -0.935 -2.248 0.933 0.129
O 0.569 1.006 -1.811 0.444 -0.467 -0.028
C 0.186 1.778 0.951 -0.366 -1.302 -0.412
N -0.414 1.391 2.190 -0.183 3.140 1.051
H 0.794 -1.273 -0.425 -0.357 -0.628 -0.364
H -0.637 -0.369 -0.290 0.494 -0.649 -0.728
H -0.083 -1.088 1.029 0.230 -0.707 -0.208
H 1.863 0.248 1.085 0.070 0.538 0.629
H 2.405 0.193 -1.195 0.613 0.165 -0.190
H 2.026 2.007 -0.900 1.094 -0.316 0.139
H 0.819 0.631 -2.665 -0.223 0.111 -0.119
H 0.883 2.619 1.063 -0.026 0.018 0.477
H -0.605 2.033 0.241 0.231 -0.165 -0.135
H 0.106 1.666 3.033 0.588 -0.981 0.132
H -1.387 1.677 2.414 -0.035 -0.944 -0.707
H -2.521 -2.619 0.436 0.195 -0.158 -0.091
H -2.703 -1.781 1.675 0.021 -0.185 0.139
O -2.017 -2.098 1.073 -0.156 0.512 0.037
H -0.182 -2.812 -2.580 0.116 0.044 0.091
H -1.478 -2.090 -2.733 -0.090 0.256 0.042
O -0.647 -2.032 -2.245 0.066 -0.315 -0.090
```
Positions in Å, forces in eV/Å.

## Properties
F_max in eV/A: 3.3
Gap between HOMO and LUMO (spin up / spin down) in eV: 11.35 / 5.30
DFT total energy in hartree: -457.81563
2S+1: 2
Total charge: +2
HOMO (spin up / spin down) in eV: -18.40 / -18.39
Relative energy (zero: lowest compared OMol25 entry of this formula, charge and spin) in kJ/mol: 74.5

---

(4)
Computed, not measured: a gas-phase ion, C12H12ClN6O8 (charge -1) at a distorted geometry, with ωB97M-V with the def2-TZVPD basis set.

```
39
Properties=species:S:1:pos:R:3:forces:R:3
C 0.069 -3.816 1.607 -0.038 0.450 0.066
C 1.504 -3.380 1.474 0.569 0.878 -1.056
O 1.561 -2.366 0.355 -0.938 -1.036 0.315
C 2.128 -1.199 0.544 0.180 0.786 0.666
C 1.537 -0.024 -0.579 4.638 0.463 3.346
Cl 2.712 -0.319 -1.806 1.142 0.347 -1.220
C 1.977 1.165 0.204 0.873 1.878 -0.913
O 3.121 1.493 0.359 0.121 -0.085 0.182
O 0.958 1.918 0.609 0.417 0.219 0.565
C 1.394 2.940 1.533 -0.491 -0.226 -0.257
C 0.142 3.546 2.099 0.014 -0.008 0.552
O 2.990 -0.973 1.362 -1.088 -0.124 -0.879
H 0.014 -4.588 2.378 -0.109 0.021 -0.067
H -0.551 -2.953 1.901 0.169 -0.361 -0.075
H -0.296 -4.211 0.658 -0.031 -0.051 0.072
H 1.901 -2.905 2.372 -0.024 0.004 -0.135
H 2.169 -4.191 1.154 -0.156 0.216 0.129
H 1.985 2.428 2.293 0.143 0.316 0.020
H 2.004 3.654 0.979 0.080 -0.020 0.160
H 0.437 4.416 2.692 -0.237 -0.029 0.034
H -0.547 3.851 1.317 -0.007 0.106 -0.122
H -0.377 2.819 2.738 0.092 0.252 -0.140
O -3.774 0.831 -4.248 0.517 0.036 2.007
N -3.698 0.955 -3.013 -0.356 0.386 0.682
O -4.661 1.368 -2.315 1.298 -0.554 -0.894
C -2.457 0.653 -2.275 -0.273 0.228 -0.697
C -2.275 0.852 -0.912 -0.745 0.599 0.364
C -1.079 0.596 -0.246 0.247 -0.289 0.466
N -1.115 0.372 1.172 -0.628 0.901 -0.693
O -2.014 0.906 1.832 0.399 -0.481 -0.038
O -0.216 -0.318 1.687 -0.374 0.213 -0.177
C 0.143 -0.072 -0.894 -3.969 -2.560 -0.009
N -0.201 -0.301 -2.288 -0.173 -0.288 0.405
N 0.488 -1.211 -3.012 -0.858 0.077 -0.938
N -0.191 -1.390 -4.089 0.000 -0.199 0.582
N -1.356 -0.721 -4.057 -0.093 0.554 0.103
C -1.384 -0.044 -2.906 0.555 -0.973 -1.486
H -3.164 1.208 -0.360 0.797 -0.289 -0.091
H 0.125 -0.992 -0.314 -1.665 -1.362 -0.831
```
Positions in Å, forces in eV/Å.

## Properties
F_max in eV/A: 5.7
Gap between HOMO and LUMO in eV: 7.05
DFT total energy in hartree: -1854.92035
Total charge: -1
HOMO in eV: -4.78
Relative energy (zero: lowest compared OMol25 entry of this formula, charge and spin) in kJ/mol: 0.6